No. 1
The following is a quantum chemistry calculation of the ion C4H12N3 with charge +1 in a non-equilibrium geometry, from OMol25.

```
19
Properties=species:S:1:pos:R:3
H 2.19295 1.66563 -0.03594
H -0.00663 -1.95276 -0.36269
H -1.75449 -0.74750 -1.87140
N 2.13128 -0.26176 -0.11564
C -2.05103 -0.32995 -1.02970
N -0.06957 -1.09425 0.13095
H 2.39035 -0.85117 -0.90337
H 1.02490 -0.37540 1.62143
C -0.97700 0.90380 0.99334
H -0.56852 1.90986 0.55532
C -0.94530 -0.16818 -0.01524
H -2.32403 0.67217 -1.29871
H 1.90756 1.16657 -1.54361
N 1.63641 1.05107 -0.57480
H -0.53454 0.60707 1.92240
H -2.90682 -0.65079 -0.56952
C 1.26406 -0.83980 0.76068
H -1.99696 1.20676 1.26140
H 1.58738 -1.91136 1.07511
```

net charge = +1
SMILES = CC(C)=[NH+]CNN
energy = -8804.471 eV
F_max = 5.3 eV/A
HOMO-LUMO gap = 0.34922 Ha

=====

No. 2
The following is a quantum chemistry calculation of a cluster of 2 separate species, C4H12N3 in total in a non-equilibrium geometry, from OMol25.

```
19
Properties=species:S:1:pos:R:3
C -2.68610 0.03417 0.49821
H -0.87871 1.78956 0.26798
H -2.04392 -0.24974 1.42104
H 0.03095 2.24651 -0.90424
H 2.96516 -0.67708 0.89372
C 0.43635 -1.85384 -0.15719
H 2.69472 0.57514 -0.20577
H -3.19251 -0.72664 -0.05595
H 0.97538 2.08999 0.70283
H -0.32583 -1.97096 0.56700
C 2.48443 -0.40612 -0.06689
H 2.92179 -0.96823 -0.90690
C 0.16785 1.74850 0.01251
H -3.15487 1.64222 -0.55201
N -2.68569 1.24176 0.22639
N 1.01978 -0.56320 -0.05142
H 1.16836 -2.57969 -0.31763
H -0.02491 -1.69993 -1.18180
N 0.12775 0.32756 -0.18987
```

net charge = +1
energy = -8802.169 eV
F_max = 3.6 eV/A
HOMO-LUMO gap = 0.29398 Ha